# 1
11
Properties=species:S:1:pos:R:3:forces:R:3 method="wB97M-V/def2-TZVPD" mol_weight_da=86.16 relative_energy_kj_mol=383.3 orbital_gap_ev=8.6
C 0.0642 2.3251 0.3187 -0.30 9.09 2.96
C -0.7886 1.8960 -0.5069 -2.78 -3.22 -5.19
C -0.7937 0.2877 -0.5670 0.00 -3.02 1.52
C 0.0838 -0.5134 0.5456 -0.59 1.68 0.77
S 0.7016 -1.9163 0.0532 0.25 -0.05 0.78
H 0.4502 1.6039 0.8204 3.23 -3.66 3.58
H 0.1337 3.4813 0.9520 -0.03 -3.44 -2.81
H -1.3464 2.4612 -1.3296 0.46 -0.83 1.67
H -1.8121 -0.2901 -0.3783 1.46 1.84 -0.48
H -0.2978 -0.4769 -1.2838 -1.24 2.59 -0.82
H 0.2526 -0.0914 1.6258 -0.46 -0.98 -1.97



# 2
82
Properties=species:S:1:pos:R:3:forces:R:3 method="wB97M-V/def2-TZVPD" mol_weight_da=895.29 relative_energy_kj_mol=4.4 total_charge=+1 orbital_gap_ev=6.9
In -1.9443 -1.6393 0.4324 -0.04 -0.02 -0.04
C -2.1148 -0.3703 4.8076 0.08 -0.05 -0.01
C -1.7661 -0.8874 3.4485 0.03 -0.05 0.07
N -2.6330 -1.2688 2.5826 -0.02 0.03 -0.01
N -3.9450 -1.2343 2.8946 -0.01 -0.04 -0.12
C -4.7574 -1.6292 1.9294 0.06 0.05 0.16
N -6.0554 -1.6661 2.2624 0.02 0.03 -0.11
S -4.3772 -2.1159 0.2957 0.10 0.03 0.10
C -0.3441 -1.0208 3.0356 -0.04 -0.02 -0.03
C 0.7026 -0.7736 3.9069 0.08 0.01 0.08
C 2.0082 -0.9453 3.4630 0.05 0.01 0.07
C 2.2431 -1.3588 2.1646 -0.01 -0.02 0.00
C 1.1487 -1.5824 1.3478 -0.13 -0.02 0.03
N -0.1014 -1.4148 1.7737 0.02 0.13 -0.08
H -3.1893 -0.2488 4.8851 0.00 0.01 0.00
H -1.6262 0.5897 4.9903 -0.01 -0.04 0.00
H -1.7856 -1.0676 5.5839 -0.01 0.04 -0.05
H -6.3320 -1.3654 3.1822 0.02 -0.01 0.00
H -6.7526 -1.8641 1.5690 -0.03 -0.03 0.00
H 0.5039 -0.4613 4.9218 0.00 -0.01 -0.01
H 2.8367 -0.7608 4.1364 -0.05 0.00 -0.03
H 3.2431 -1.5056 1.7824 0.00 0.00 -0.01
H 1.2624 -1.9071 0.3209 0.01 -0.03 -0.01
S -1.3157 -1.9076 -2.0118 0.06 -0.07 -0.03
C -0.7996 -3.4222 -1.3808 0.12 -0.14 0.04
N -0.8918 -3.6605 -0.0912 -0.11 -0.01 0.00
C -0.3534 -4.8962 0.2603 -0.05 0.12 0.04
C -0.2710 -5.4198 1.5467 -0.04 0.00 0.06
C 0.3244 -6.6552 1.7203 -0.01 0.01 0.00
C 0.8305 -7.3711 0.6315 0.01 0.01 -0.05
C 0.7502 -6.8601 -0.6522 -0.01 -0.04 0.00
C 0.1567 -5.6153 -0.8233 0.02 0.05 -0.07
S -0.0654 -4.6965 -2.2919 0.01 0.00 -0.01
H -0.6792 -4.8673 2.3846 0.02 -0.01 -0.01
H 0.3975 -7.0782 2.7139 -0.01 0.01 -0.02
H 1.2904 -8.3380 0.7919 -0.03 0.04 0.00
H 1.1348 -7.4155 -1.4986 0.00 0.03 0.05
C 4.9967 -0.3976 -0.6684 0.06 0.00 0.06
Ge 4.1222 -1.6652 -1.8683 0.00 -0.04 -0.03
C 3.8894 -3.4155 -1.0068 0.07 -0.01 0.01
C 5.2107 -1.9142 -3.4666 0.07 -0.03 0.01
C 2.3478 -1.0074 -2.4299 -0.09 0.01 0.02
Se 1.5675 0.4778 -1.4268 -0.05 0.07 -0.10
C 2.4246 1.9002 -2.4377 0.06 -0.07 0.12
H 5.7584 -0.9140 -0.0794 -0.03 0.06 -0.03
H 4.2832 0.0784 0.0065 0.02 -0.01 -0.03
H 5.4929 0.3810 -1.2508 -0.02 0.00 0.05
H 4.6997 -3.6099 -0.3000 -0.06 -0.01 -0.04
H 3.9213 -4.1920 -1.7743 -0.03 0.02 0.05
H 2.9399 -3.5150 -0.4789 -0.04 0.03 0.04
H 6.2085 -2.2588 -3.1857 -0.04 0.02 -0.06
H 5.3123 -0.9793 -4.0197 0.00 -0.03 0.01
H 4.7622 -2.6612 -4.1237 0.02 0.04 0.01
H 1.6247 -1.8245 -2.3768 -0.01 0.05 -0.02
H 2.3771 -0.6819 -3.4696 -0.04 -0.03 -0.04
H 3.5024 1.8708 -2.2958 0.01 0.02 -0.01
H 2.0327 2.8455 -2.0706 0.01 0.02 0.00
H 2.1755 1.7872 -3.4893 -0.01 0.02 -0.02
N -1.1845 5.7572 -0.4146 0.14 -0.01 0.06
C -1.5170 6.9404 -1.0406 -0.03 -0.02 0.05
C -1.0889 8.2555 -0.8627 0.04 -0.06 0.01
C -1.6731 9.2043 -1.6732 -0.02 0.00 -0.02
C -2.6491 8.8624 -2.6299 0.01 0.00 0.01
C -3.0659 7.5613 -2.7979 -0.02 -0.03 -0.05
C -2.4875 6.5838 -1.9831 -0.08 -0.04 -0.05
N -2.7302 5.2227 -1.9265 -0.03 0.06 -0.09
C -1.9413 4.7713 -0.9937 0.00 -0.01 0.05
C -1.8968 3.3607 -0.5922 0.04 0.10 0.01
C -1.0728 2.8821 0.4222 0.06 0.03 0.02
C -1.1085 1.5406 0.7472 -0.04 -0.01 -0.07
N -1.9098 0.6696 0.1278 -0.02 0.05 -0.03
C -2.6967 1.1281 -0.8594 0.07 -0.08 0.07
C -2.7207 2.4474 -1.2451 -0.04 0.07 -0.06
H -0.4960 5.6477 0.3071 -0.01 0.00 0.02
H -0.3376 8.5216 -0.1298 -0.03 0.00 -0.02
H -1.3776 10.2406 -1.5708 0.00 -0.03 -0.01
H -3.0783 9.6457 -3.2407 0.01 -0.02 0.01
H -3.8131 7.2891 -3.5328 0.02 0.03 0.04
H -0.3896 3.5284 0.9596 -0.06 -0.05 0.00
H -0.4589 1.1521 1.5211 -0.03 -0.02 -0.01
H -3.3236 0.3954 -1.3523 -0.04 -0.03 0.01
H -3.3653 2.7891 -2.0432 0.01 -0.04 0.03



# 3
74
Properties=species:S:1:pos:R:3:forces:R:3 method="wB97M-V/def2-TZVPD" mol_weight_da=746.93 relative_energy_kj_mol=177.8 total_charge=+3 orbital_gap_ev=2.4
C 1.4475 -0.8063 -3.8990 0.25 -0.13 -0.03
C 1.0046 0.6206 -3.8743 -0.38 -0.09 0.03
H 1.1718 -1.3301 -4.8105 -0.01 -0.01 0.05
H 1.0375 -1.3452 -3.0468 -0.09 -0.19 -0.01
H 2.5344 -0.8635 -3.8006 0.05 -0.05 -0.05
C 0.5459 1.3097 -4.9214 -0.08 0.20 0.03
C 0.3714 0.8337 -6.3237 0.09 -0.21 -0.10
H 0.2802 2.3492 -4.7614 -0.01 0.07 0.02
H 0.6042 -0.2197 -6.4524 0.02 -0.02 -0.01
H 1.0108 1.3964 -7.0084 -0.01 0.05 0.09
H -0.6537 0.9922 -6.6688 0.02 0.08 0.07
W 0.0000 0.0000 0.0000 -0.68 -1.86 -8.53
Cl 2.2455 0.2735 0.5025 0.58 0.33 -1.88
Cl 0.2737 -2.2240 -0.6084 -0.26 1.67 0.79
C 0.3975 2.8441 0.7557 1.13 4.23 0.16
O -0.4322 1.9188 0.7593 -1.48 0.24 -1.70
N 0.1218 4.0827 1.1647 0.26 -2.05 -0.48
C -1.2074 4.4581 1.5964 -0.44 0.05 0.10
C 1.1245 5.1247 1.1033 0.56 0.41 0.03
H 1.4230 2.6780 0.4297 0.02 0.14 -0.04
H -1.8238 3.5690 1.6493 -0.19 -0.01 0.02
H -1.6487 5.1639 0.8912 0.06 -0.01 0.00
H -1.1647 4.9297 2.5778 0.06 0.05 -0.03
H 2.0533 4.7169 0.7189 0.12 -0.03 -0.04
H 1.3010 5.5436 2.0945 -0.07 -0.04 -0.02
H 0.8029 5.9206 0.4335 -0.12 -0.05 0.01
H -1.4989 -1.0024 -3.5921 0.03 0.10 -0.18
H -2.4318 1.2795 -4.1326 0.07 -0.09 0.02
C -2.2989 -1.1543 -2.8721 -0.02 -0.38 -0.04
C -3.2531 1.0432 -3.4556 -0.41 0.47 -0.36
N -2.7890 0.1382 -2.4264 0.86 0.37 2.07
H -1.8989 -1.7013 -2.0280 -0.20 -0.17 0.00
C -2.6053 0.5555 -1.1817 -2.44 1.58 -4.18
O -2.1031 -0.1113 -0.2602 3.33 -1.26 2.04
H -3.6168 1.9643 -3.0090 -0.06 0.04 0.02
H -2.9687 1.5758 -0.9998 0.07 -0.22 0.16
H -3.1118 -1.7089 -3.3404 0.04 -0.01 0.05
H -4.0609 0.5854 -4.0247 0.02 -0.06 0.07
O 0.0173 0.7108 -1.7351 -0.38 -1.20 3.53
C 1.0811 1.2302 -2.4807 1.98 1.48 -2.61
C -0.1116 3.4543 -2.3380 0.11 -0.16 0.08
C 1.0742 2.7413 -2.4770 -0.34 0.36 0.40
H -1.0259 2.8989 -2.1914 -0.30 0.04 -0.08
C -0.1184 4.8414 -2.3717 -0.11 0.13 0.08
H 2.0352 0.9131 -2.0451 -0.16 -0.19 0.16
C 2.2612 3.4528 -2.6233 0.18 -0.31 0.08
H -1.0539 5.3795 -2.2751 0.01 0.00 -0.05
C 1.0701 5.5413 -2.5312 -0.02 -0.06 0.03
C 2.2635 4.8399 -2.6484 0.00 0.02 -0.02
H 3.1926 2.9084 -2.7198 0.09 0.03 -0.06
H 1.0686 6.6237 -2.5587 -0.01 -0.03 -0.04
H 3.1971 5.3757 -2.7637 -0.01 -0.04 -0.03
Si 0.3957 -7.4524 -0.9129 -0.03 -0.67 -0.36
Cl 0.6484 -7.4614 -2.9997 -0.05 0.17 0.41
C -1.4184 -7.1645 -0.5771 0.18 0.11 0.04
C 1.4496 -6.0685 -0.2342 0.01 0.08 0.07
C 0.9563 -9.1175 -0.2807 -0.04 0.33 -0.04
H -1.7514 -6.2144 -0.9911 -0.05 0.11 -0.09
H -1.6139 -7.1480 0.4957 0.00 -0.04 0.09
H -2.0310 -7.9503 -1.0154 0.02 -0.06 -0.04
H 0.3685 -9.9239 -0.7157 -0.07 0.00 -0.06
H 0.8501 -9.1738 0.8031 -0.02 0.00 0.08
H 2.0016 -9.3008 -0.5232 0.07 0.01 -0.04
H 1.1477 -5.1052 -0.6415 -0.07 0.12 -0.14
H 2.5004 -6.2165 -0.4766 0.06 -0.05 -0.04
H 1.3619 -6.0144 0.8515 -0.02 -0.06 0.11
N -0.0001 1.2288 4.3260 0.04 -3.00 -1.71
C 0.0000 0.0000 3.6200 0.22 0.00 7.78
N 0.0005 -1.2281 4.3269 0.01 3.29 -1.92
S 0.0000 0.0000 2.0000 -1.93 -3.43 6.82
H 0.0000 1.2373 5.3560 0.00 0.02 -0.71
H -0.0004 2.1265 3.8199 -0.01 -0.88 0.45
H 0.0007 -2.1258 3.8210 0.02 0.73 0.34
H 0.0005 -1.2358 5.3569 -0.04 -0.01 -0.68



# 4
82
Properties=species:S:1:pos:R:3:forces:R:3 method="wB97M-V/def2-TZVPD" mol_weight_da=824.59 s_squared=3.761 total_charge=+1 orbital_gap_ev="7.9 / 8.3" spin_multiplicity=4
V 1.6268 -0.1150 0.0903 0.29 0.07 0.07
C 3.5716 -0.7781 -2.1012 -2.10 -0.18 -0.29
C 4.5177 -0.8790 -0.9637 -0.89 -0.81 1.91
N 3.8234 -0.3480 0.2831 0.45 -0.59 -0.04
C 4.0928 -1.1511 1.5223 -0.56 1.29 1.35
C 3.3324 -2.4306 1.4611 -0.24 -1.18 -2.17
N 1.9545 -2.1279 0.9493 -0.26 0.21 2.20
C 1.5335 -3.1166 -0.0326 1.38 -0.56 -0.41
C 2.1832 -2.6933 -1.3799 0.07 -1.56 -1.34
N 2.2158 -1.2551 -1.6144 -0.32 0.30 -0.60
H 3.8768 -1.3925 -2.9505 0.15 0.29 -0.14
H 3.3551 0.2485 -2.3741 0.55 0.18 -0.33
H 5.3967 -0.3094 -1.0653 1.18 0.57 -0.64
H 4.8175 -1.9244 -0.8121 -0.02 0.30 0.11
H 4.2307 0.5632 0.3851 -0.04 0.56 0.62
H 3.5811 -0.6864 2.4444 1.22 0.36 -1.52
H 5.1773 -1.2442 1.6883 -0.41 -0.19 0.17
H 3.2196 -2.9702 2.3789 0.40 -0.03 0.78
H 3.7973 -3.1631 0.7499 -0.38 0.60 0.50
H 1.3265 -1.9750 1.7942 0.63 -0.98 -1.49
H 0.4824 -3.1133 -0.0514 -1.41 0.03 -0.29
H 1.8342 -4.1845 0.1826 -0.15 1.07 0.05
H 1.6441 -3.1559 -2.2710 0.68 0.08 1.25
H 3.2573 -3.0300 -1.4451 -1.26 -0.11 0.23
H 1.4562 -1.0222 -2.2655 0.74 0.01 -0.08
F 0.8734 4.6728 2.0877 0.59 0.67 -0.78
C 1.9020 4.9263 1.2455 0.36 0.85 -0.36
F 3.0351 4.8343 1.9566 -0.19 -0.24 0.00
F 1.8721 6.2194 0.7785 -0.57 -0.59 1.06
C 1.8866 4.0473 0.0265 -0.18 -2.15 1.56
C 1.9401 4.5847 -1.2162 0.54 0.42 -1.36
C 1.8195 3.7448 -2.3511 -0.32 -1.51 3.21
C 1.6848 2.4095 -2.0834 0.60 -1.81 0.19
N 1.7292 1.8036 -0.8465 0.06 1.38 -0.70
C 1.7972 2.5862 0.2362 -0.40 1.36 0.12
S 1.6592 1.7154 1.7579 0.24 0.58 -0.47
H 2.1752 5.6462 -1.3939 -0.54 -0.55 0.40
H 1.7261 4.0733 -3.3114 0.08 1.03 -2.36
H 1.6486 1.6194 -2.8432 -0.26 0.76 -0.27
F -2.4973 -1.7469 -5.9794 0.15 0.83 -1.08
C -3.3879 -2.0824 -5.0497 -0.10 0.81 0.13
F -4.6065 -1.5879 -5.3299 0.17 -0.52 -0.73
F -3.3829 -3.4011 -5.0857 -0.81 -0.99 0.32
C -2.9553 -1.5159 -3.7574 1.30 -1.88 1.21
C -3.5913 -0.5009 -3.1245 -0.22 1.81 1.29
C -3.0059 0.0119 -1.9488 0.20 0.54 0.58
C -1.9218 -0.6137 -1.3253 -1.23 0.10 -0.67
C -1.4238 -1.7811 -1.8931 0.22 0.60 -0.88
C -1.8542 -2.1813 -3.1278 -0.90 0.53 -0.55
P -1.0284 -0.0922 0.1260 0.86 0.25 0.49
C -1.8053 1.4544 0.5777 -0.64 -1.06 1.66
C -2.6375 1.5965 1.7146 0.20 0.42 -0.93
C -3.2070 2.8350 1.9385 0.70 0.08 -0.67
C -2.8633 3.9246 1.1782 -0.11 0.22 -0.14
C -2.0164 3.7554 0.1037 1.19 0.61 -0.60
C -1.4899 2.5197 -0.2202 1.42 0.33 -0.67
C -3.3368 5.3379 1.4851 0.20 -0.48 0.78
F -4.0011 5.7579 0.4027 0.04 0.78 0.32
F -4.1475 5.5018 2.5865 0.81 -0.58 -1.37
F -2.2397 6.1016 1.7201 -0.78 0.07 -0.44
C -1.4860 -1.2813 1.4116 1.21 0.45 0.50
C -2.1327 -2.4569 1.1368 -1.20 -0.13 -0.73
C -2.3127 -3.4081 2.1114 -0.80 -0.61 0.71
C -1.8881 -3.1858 3.4239 -0.11 0.61 -0.93
C -1.1879 -2.0132 3.6894 -0.50 -0.61 1.08
C -0.9412 -1.0983 2.6990 -0.50 -0.43 -0.73
C -2.1851 -4.2783 4.4044 -0.28 0.69 0.50
F -3.4526 -4.6696 4.3938 -1.01 0.58 0.39
F -1.8709 -3.9414 5.7100 0.09 -0.81 -1.75
F -1.5625 -5.3480 3.9301 1.52 -0.97 0.87
H -4.4992 0.0520 -3.4169 0.62 -0.76 -0.52
H -3.3934 0.9735 -1.5633 0.16 -0.81 -0.03
H -0.5791 -2.2284 -1.4189 0.35 -0.56 0.08
H -1.3554 -2.9853 -3.6418 -0.09 -0.26 -0.10
H -2.8250 0.8272 2.4482 -0.02 -0.36 -0.34
H -3.8911 3.0382 2.6883 -1.10 -0.13 1.73
H -1.5759 4.5939 -0.4163 -0.43 0.34 -0.12
H -0.6290 2.3808 -0.9674 -1.81 0.49 0.86
H -2.6670 -2.5889 0.1878 0.51 -0.06 0.29
H -2.9388 -4.2733 1.8692 0.44 0.15 0.19
H -0.9251 -1.7750 4.7141 0.27 -0.15 -0.07
H -0.3550 -0.2563 2.9694 0.31 0.95 -0.09



The calculation returns the following DFT total energy values, one per record and in order: -554.02618 -7542.04840 -3403.31527 -4376.38440 Eh.